Record 1
Entry from OMol25: a 12-piece molecular cluster, H26NO11 overall in a non-equilibrium geometry (ωB97M-V with the def2-TZVPD basis set).

Last column: Löwdin charge in e.
Cartesian coordinates (Å):
N: -0.291 -0.462 -0.384  0.276
H: -0.490 -0.653 -1.277  0.029
H: -0.736 0.375 0.059  0.099
H: 0.746 -0.213 -0.414  0.099
H: -0.321 -1.539 0.128  0.230
O: 2.443 0.357 -2.322  -0.018
H: 2.333 -0.544 -2.546  0.005
H: 2.691 1.043 -2.922  0.045
O: -0.193 1.972 1.531  -0.062
H: 0.075 2.342 0.697  -0.036
H: -0.004 2.597 2.269  0.118
O: -3.222 1.328 0.033  -0.118
H: -3.208 2.132 -0.515  0.036
H: -3.409 0.569 -0.696  0.124
O: -2.411 0.668 3.014  -0.007
H: -1.741 1.258 2.695  0.006
H: -3.256 1.046 3.153  0.051
O: -0.829 0.758 -3.546  -0.100
H: -0.369 1.639 -3.709  0.072
H: -0.964 0.147 -4.301  0.061
O: -0.107 -2.027 2.866  -0.015
H: -0.839 -1.885 2.283  -0.032
H: 0.430 -2.776 2.776  0.014
O: -2.483 -1.349 1.169  -0.119
H: -3.388 -1.863 1.361  0.152
H: -2.479 -0.619 1.776  -0.043
O: 1.909 0.270 1.599  -0.055
H: 2.574 0.842 1.119  0.090
H: 1.176 0.855 1.592  -0.052
O: 2.954 -2.307 0.089  -0.057
H: 3.677 -1.818 -0.418  0.120
H: 2.498 -1.665 0.664  0.036
O: 0.701 2.414 -0.735  -0.009
H: 1.233 2.135 -1.475  0.044
H: 0.231 3.227 -0.870  0.080
O: 1.391 -2.580 -1.549  -0.065
H: 1.786 -2.735 -0.788  -0.142
H: 1.888 -2.951 -2.394  0.142

The value obtained for the gap between HOMO and LUMO is 10.44 eV. For the energy relative to the best compared isomer or geometry (same formula, charge and spin), the calculation gives 3.3403 eV. The value obtained for the LUMO energy is -3.230 eV. The total charge is +1.

=====

Record 2
Entry from OMol25: a 20-piece molecular cluster, C99H114F6O21 overall in a non-equilibrium geometry (ωB97M-V with the def2-TZVPD basis set).

Last column: Löwdin charge in e.
Cartesian coordinates (Å):
C: -0.135 1.530 -4.094  -0.085
O: -0.205 0.164 -4.256  -0.051
C: 0.888 -0.602 -4.584  -0.452
O: 2.034 -0.123 -4.683  0.100
O: 0.425 -1.886 -4.864  -0.027
C: 1.360 -2.863 -5.286  -0.044
H: -0.161 1.957 -5.097  0.090
H: 0.871 1.839 -3.810  0.090
H: -0.975 1.889 -3.499  0.105
H: 0.845 -3.818 -5.390  0.100
H: 2.107 -3.038 -4.512  0.068
H: 1.873 -2.561 -6.198  0.103
C: 0.375 3.801 -1.404  -0.039
O: 0.156 4.851 -2.375  -0.005
C: -0.770 5.807 -2.138  -0.578
O: -1.474 5.894 -1.133  0.104
O: -0.799 6.605 -3.168  0.019
C: -1.784 7.580 -3.355  -0.051
H: 1.106 4.015 -0.625  0.088
H: 0.593 2.872 -1.932  0.043
H: -0.529 3.438 -0.915  0.085
H: -1.420 8.516 -2.933  0.101
H: -2.843 7.434 -3.143  0.110
H: -1.795 7.854 -4.410  0.084
C: -2.501 5.320 6.025  -0.056
O: -1.211 4.716 5.925  -0.054
C: -1.026 3.424 5.321  -0.479
O: -1.967 2.707 4.932  0.073
O: 0.230 3.072 5.467  0.007
C: 0.781 1.751 5.390  -0.005
H: -3.264 4.656 5.620  0.086
H: -2.435 6.270 5.495  0.087
H: -2.777 5.592 7.043  0.087
H: 1.175 1.459 4.416  0.084
H: 0.010 1.015 5.620  0.074
H: 1.577 1.633 6.125  0.099
C: 2.248 -6.120 -2.783  -0.069
O: 1.136 -5.262 -2.924  -0.041
C: 1.047 -4.172 -2.019  -0.496
O: 1.836 -3.828 -1.139  0.095
O: -0.035 -3.465 -2.396  -0.003
C: -0.505 -2.429 -1.548  -0.023
H: 2.320 -6.533 -1.777  0.076
H: 3.158 -5.520 -2.759  0.068
H: 2.366 -6.852 -3.582  0.106
H: -0.241 -1.496 -2.046  0.072
H: 0.023 -2.315 -0.601  0.089
H: -1.582 -2.405 -1.386  0.097
C: -4.674 7.428 -6.562  -0.074
O: -3.347 6.958 -6.370  -0.032
C: -3.189 5.650 -5.889  -0.544
O: -4.050 4.858 -5.597  0.134
O: -1.866 5.462 -5.914  0.003
C: -1.335 4.160 -5.659  -0.044
H: -4.650 8.395 -7.063  0.089
H: -5.246 7.712 -5.679  0.091
H: -5.325 6.800 -7.170  0.094
H: -0.251 4.260 -5.594  0.107
H: -1.746 3.432 -6.359  0.080
H: -1.575 3.656 -4.723  0.069
C: -4.767 -4.185 3.674  -0.020
O: -3.722 -3.269 3.417  -0.014
C: -3.810 -2.068 3.888  -0.729
O: -4.677 -1.726 4.607  0.136
O: -2.807 -1.367 3.448  0.024
C: -2.679 0.033 3.975  0.001
H: -5.604 -3.848 3.062  0.097
H: -4.951 -4.244 4.747  0.103
H: -4.382 -5.111 3.248  0.095
H: -1.660 0.386 4.131  0.045
H: -3.254 0.129 4.896  0.090
H: -3.125 0.823 3.371  0.083
C: 6.615 -0.352 -6.132  -0.017
O: 6.188 -0.457 -4.761  -0.002
C: 5.148 -1.208 -4.447  -0.579
O: 4.456 -1.899 -5.268  0.047
O: 4.959 -1.186 -3.157  0.008
C: 3.879 -1.959 -2.591  -0.006
H: 7.078 -1.312 -6.359  0.096
H: 7.467 0.308 -6.294  0.092
H: 5.748 -0.099 -6.742  0.101
H: 3.756 -1.584 -1.576  0.086
H: 3.993 -3.043 -2.639  0.090
H: 2.948 -1.744 -3.115  0.062
F: 5.123 1.000 -0.278  0.067
C: 4.810 2.135 -0.849  -0.307
C: 4.575 2.121 -2.229  -0.001
C: 3.987 3.225 -2.783  -0.077
C: 3.697 4.338 -1.997  -0.087
C: 3.984 4.335 -0.639  -0.099
C: 4.469 3.217 -0.040  -0.020
H: 4.844 1.253 -2.812  0.104
H: 3.644 3.114 -3.801  0.109
H: 3.069 5.129 -2.381  0.100
H: 3.784 5.144 0.048  0.102
H: 4.625 3.206 1.029  0.114
F: -6.079 2.900 4.236  0.059
C: -5.922 2.244 3.083  -0.323
C: -5.619 2.952 1.947  0.008
C: -5.649 2.169 0.788  -0.076
C: -5.750 0.779 0.784  -0.088
C: -5.966 0.153 2.001  -0.067
C: -6.084 0.901 3.210  -0.006
H: -5.534 4.018 1.799  0.118
H: -5.348 2.564 -0.172  0.095
H: -5.655 0.198 -0.121  0.071
H: -6.248 -0.887 2.068  0.095
H: -6.260 0.440 4.171  0.119
F: -5.332 1.200 -2.436  0.061
C: -6.278 0.628 -3.195  -0.299
C: -6.505 1.107 -4.457  -0.018
C: -7.293 0.348 -5.294  -0.067
C: -7.937 -0.810 -4.809  -0.088
C: -7.690 -1.292 -3.549  -0.061
C: -6.824 -0.521 -2.753  -0.026
H: -6.003 1.928 -4.947  0.110
H: -7.437 0.767 -6.279  0.105
H: -8.637 -1.292 -5.475  0.098
H: -8.177 -2.164 -3.138  0.102
H: -6.674 -0.762 -1.711  0.095
F: -4.425 -2.523 -1.615  0.012
C: -5.380 -3.506 -1.878  -0.284
C: -6.432 -3.731 -0.994  -0.025
C: -7.433 -4.656 -1.389  -0.076
C: -7.270 -5.367 -2.557  -0.088
C: -6.161 -5.122 -3.405  -0.074
C: -5.239 -4.159 -3.100  -0.028
H: -6.465 -3.173 -0.070  0.109
H: -8.260 -4.727 -0.698  0.104
H: -8.046 -5.988 -2.981  0.100
H: -6.169 -5.684 -4.328  0.105
H: -4.322 -3.897 -3.607  0.127
F: 0.257 -7.197 -0.859  0.092
C: -0.729 -6.421 -0.514  -0.309
C: -0.661 -5.551 0.581  0.000
C: -1.804 -4.784 0.865  -0.066
C: -3.001 -4.939 0.141  -0.088
C: -3.069 -5.931 -0.817  -0.076
C: -1.912 -6.563 -1.296  0.021
H: 0.263 -5.365 1.108  0.103
H: -1.631 -3.917 1.485  0.093
H: -3.906 -4.372 0.306  0.086
H: -3.984 -5.989 -1.388  0.090
H: -1.835 -7.085 -2.238  0.115
F: 7.347 -7.788 1.267  0.024
C: 6.192 -7.073 1.037  -0.208
C: 5.316 -7.081 2.185  0.005
C: 4.125 -6.360 2.172  -0.092
C: 3.760 -5.789 1.003  -0.130
C: 4.544 -5.802 -0.104  -0.106
C: 5.774 -6.431 -0.145  -0.001
H: 5.613 -7.671 3.039  0.108
H: 3.356 -6.397 2.929  0.108
H: 2.985 -5.043 0.909  0.091
H: 4.141 -5.262 -0.948  0.074
H: 6.291 -6.493 -1.091  0.112
C: 1.485 -3.314 3.490  -0.132
C: 2.675 -3.497 4.069  -0.124
C: 2.772 -3.672 5.479  -0.051
C: 1.596 -3.432 6.239  -0.089
C: 0.356 -3.257 5.641  -0.076
C: 0.336 -3.251 4.245  -0.086
H: 1.327 -3.162 2.432  0.100
H: 3.503 -3.713 3.411  0.098
H: 3.674 -3.950 6.004  0.100
H: 1.704 -3.592 7.302  0.094
H: -0.610 -3.199 6.122  0.100
H: -0.639 -3.106 3.803  0.085
C: 2.818 5.688 3.007  -0.084
C: 2.170 6.943 3.205  -0.074
C: 0.815 7.059 2.840  -0.059
C: 0.080 5.903 2.380  -0.084
C: 0.694 4.709 2.259  -0.120
C: 2.078 4.656 2.455  -0.120
H: 3.884 5.552 3.109  0.097
H: 2.687 7.827 3.548  0.091
H: 0.262 7.978 2.966  0.090
H: -0.949 5.965 2.057  0.102
H: 0.147 3.823 1.972  0.104
H: 2.481 3.656 2.508  0.094
C: -0.717 0.503 0.836  -0.071
C: 0.071 0.102 1.842  -0.093
C: 1.409 -0.217 1.602  -0.068
C: 1.989 -0.005 0.378  -0.089
C: 1.238 0.513 -0.603  -0.099
C: -0.103 0.798 -0.373  -0.097
H: -1.787 0.553 0.971  0.112
H: -0.326 -0.194 2.802  0.079
H: 1.973 -0.521 2.472  0.085
H: 3.010 -0.302 0.192  0.093
H: 1.556 0.595 -1.632  0.105
H: -0.660 1.199 -1.207  0.088
C: 10.722 0.240 0.511  -0.076
C: 10.889 1.376 -0.281  -0.112
C: 9.823 2.128 -0.700  -0.093
C: 8.587 1.504 -0.635  -0.083
C: 8.417 0.277 -0.004  -0.113
C: 9.427 -0.270 0.688  -0.106
H: 11.611 -0.278 0.841  0.098
H: 11.869 1.831 -0.270  0.097
H: 9.869 3.131 -1.098  0.104
H: 7.726 2.109 -0.880  0.090
H: 7.459 -0.221 -0.036  0.096
H: 9.304 -1.193 1.236  0.105
C: -3.480 0.809 -8.746  -0.074
C: -2.831 -0.390 -8.518  -0.097
C: -2.402 -0.826 -7.212  -0.061
C: -2.739 -0.030 -6.121  -0.091
C: -3.323 1.231 -6.288  -0.107
C: -3.651 1.668 -7.585  -0.078
H: -3.786 1.111 -9.737  0.093
H: -2.725 -1.172 -9.254  0.090
H: -1.795 -1.693 -6.995  0.094
H: -2.423 -0.305 -5.126  0.091
H: -3.466 2.012 -5.556  0.084
H: -3.989 2.677 -7.768  0.088
C: -2.067 0.885 8.185  -0.058
C: -2.703 -0.224 8.752  -0.123
C: -2.921 -0.344 10.052  -0.115
C: -2.497 0.665 10.931  -0.077
C: -2.001 1.860 10.416  -0.093
C: -1.785 1.959 9.039  -0.084
H: -1.813 0.949 7.137  0.075
H: -2.814 -1.064 8.083  0.103
H: -3.435 -1.226 10.406  0.106
H: -2.676 0.556 11.990  0.096
H: -1.708 2.709 11.015  0.098
H: -1.385 2.928 8.780  0.096
C: 6.779 0.924 5.188  -0.059
C: 5.690 0.473 6.012  -0.082
C: 4.674 -0.267 5.401  -0.104
C: 4.735 -0.555 4.034  -0.085
C: 5.740 -0.016 3.229  -0.103
C: 6.733 0.743 3.761  -0.088
H: 7.593 1.442 5.672  0.087
H: 5.683 0.702 7.068  0.091
H: 3.824 -0.498 6.027  0.091
H: 3.916 -1.193 3.736  0.065
H: 5.617 -0.103 2.159  0.087
H: 7.529 1.212 3.201  0.095

The value obtained for the gap between HOMO and LUMO is 9.48 eV. The value obtained for the LUMO energy is 0.519 eV.

=====

Record 3
Entry from OMol25: C5H10NO2 as an isolated structure in a non-equilibrium geometry (ωB97M-V with the def2-TZVPD basis set).

Last column: Löwdin charge in e.
Cartesian coordinates (Å):
C: -3.013 0.357 0.401  0.151
C: -1.705 0.569 0.208  -0.094
C: -0.897 -0.475 -0.231  -0.270
C: 1.428 1.032 -0.884  0.005
C: 0.949 -0.045 0.017  -0.414
N: 1.627 -1.392 -0.147  0.216
O: -1.034 -1.610 -0.526  0.140
O: 1.151 0.323 1.391  0.012
H: -3.789 0.943 0.828  0.089
H: -3.511 -0.518 0.200  0.064
H: -1.515 1.580 0.521  0.126
H: 0.650 1.725 -1.004  0.077
H: 1.662 0.692 -1.855  0.092
H: 2.147 1.567 -0.278  0.110
H: 2.588 -1.136 -0.361  0.157
H: 1.338 -2.105 -0.891  0.198
H: 1.621 -1.999 0.786  0.237
H: 0.305 0.494 1.824  0.104

The value obtained for the gap between HOMO and LUMO is 9.31 eV. For the energy relative to the best compared isomer or geometry (same formula, charge and spin), the calculation gives 3.2066 eV. The value obtained for the LUMO energy is -4.289 eV. The total charge is +1.

=====

Record 4
Entry from OMol25: a 2-piece molecular cluster, C6H6N overall in a non-equilibrium geometry (ωB97M-V with the def2-TZVPD basis set).

Last column: Löwdin charge in e.
Cartesian coordinates (Å):
C: -2.024 -1.183 -1.512  0.140
C: -0.182 0.217 1.578  0.106
C: 1.189 0.708 -0.244  0.041
C: 0.042 0.262 0.217  0.091
C: -2.930 -1.750 -2.208  -0.107
C: 1.927 1.004 1.051  -0.098
N: 0.934 0.659 2.078  0.059
H: 1.597 0.848 -1.224  0.130
H: -3.034 -2.812 -2.377  0.075
H: -3.699 -1.153 -2.687  0.078
H: 2.824 0.384 1.146  0.157
H: 2.238 2.052 1.112  0.156
H: 1.118 0.764 3.069  0.171

The value obtained for the gap between HOMO and LUMO (spin up / spin down) is 6.93 / 8.26 eV. For the energy relative to the best compared isomer or geometry (same formula, charge and spin), the calculation gives 7.1407 eV. The value obtained for the LUMO energy (spin up / spin down) is -7.190 / -6.141 eV. The total charge is +1.

=====

Record 5
Entry from OMol25: a 6-piece molecular cluster, C5H21NO6S overall in a non-equilibrium geometry (ωB97M-V with the def2-TZVPD basis set).

Last column: Löwdin spin population.
Cartesian coordinates (Å):
C: -1.637 0.720 -1.019  0.015
C: -2.014 -0.033 0.364  0.017
C: -1.527 -1.443 0.564  0.065
S: -1.556 -2.508 -0.970  0.814
C: -0.161 1.110 -0.748  0.001
N: 0.089 2.358 -0.110  0.001
C: -1.136 3.101 0.430  0.000
O: 0.884 0.495 -0.896  0.005
H: -1.553 0.198 -1.944  0.009
H: -2.296 1.557 -1.247  0.000
H: -1.863 0.685 1.150  0.001
H: -3.179 -0.118 0.471  0.000
H: -0.591 -1.601 1.075  0.000
H: -2.166 -1.939 1.265  0.021
H: -0.339 -2.971 -1.166  0.030
H: 0.869 2.611 0.376  0.000
H: -1.220 2.916 1.521  0.000
H: -0.990 4.267 0.446  0.000
H: -2.057 2.960 -0.033  0.000
H: 1.116 -1.517 -0.852  0.000
H: 2.156 -2.193 -1.953  0.000
O: 1.502 -2.255 -1.234  0.019
H: 1.440 -0.760 2.126  0.000
H: 1.708 -1.331 3.352  0.000
O: 1.016 -0.887 2.937  0.000
H: 0.317 1.240 3.409  0.000
H: 0.973 2.820 3.205  0.000
O: 0.390 2.126 3.616  0.000
H: 3.157 0.316 0.533  0.000
H: 3.485 -1.165 0.939  0.000
O: 3.506 -0.267 1.215  0.000
H: -0.305 0.024 -3.844  0.000
H: 1.084 0.485 -3.187  0.000
O: 0.623 0.340 -4.000  0.000

The value obtained for the gap between HOMO and LUMO (spin up / spin down) is 9.67 / 4.47 eV. For the energy relative to the best compared isomer or geometry (same formula, charge and spin), the calculation gives 2.7775 eV. The value obtained for the LUMO energy (spin up / spin down) is -3.645 / -8.842 eV. The total charge is +1. The spin multiplicity is 2.